7 unconnected molecules or ions with the total composition C38H78N3O7, computed with ωB97M-V with the def2-TZVPD basis set.

Calculated values
Net charge: +1
Orbital gap in eV: 7.6
Total energy in Ha: -2185.28475
HOMO level in eV: -10.34
LUMO level in eV: -2.7

```
126
Properties=species:S:1:pos:R:3:forces:R:3:lowdin_charge:R:1
C 8.7432 -0.4136 2.3229 -0.1 -0.1 0.1 -0.088
C 7.2440 -0.7178 2.2675 0.1 -0.1 0.0 -0.249
C 6.5126 -0.1734 1.0374 0.0 -0.1 -0.1 -0.197
C 6.7669 1.3001 0.7233 0.0 0.0 0.1 -0.219
N 6.5089 2.2368 1.8163 0.0 0.0 0.0 -0.022
C 5.1405 2.3171 2.2878 -0.1 0.0 -0.1 -0.331
C 4.6757 3.7921 2.2099 -0.1 0.0 0.0 -0.089
C 3.4065 4.1900 2.9876 0.0 0.0 -0.1 -0.086
N 2.8889 3.0745 3.8639 0.0 0.0 0.1 -0.052
C 2.0462 2.1174 3.0554 0.0 0.0 0.0 -0.098
C 1.6443 0.8062 3.7095 0.0 0.1 0.1 -0.172
C 1.1894 -0.1783 2.6322 -0.1 0.1 0.1 -0.279
N 0.4148 -1.2437 3.2520 0.2 -0.2 -0.2 0.010
C 4.0781 2.5161 4.6204 0.1 0.0 0.0 -0.225
C 3.6882 1.9107 5.9815 -0.1 0.0 0.0 -0.077
C 4.3697 0.5955 6.3164 -0.2 0.0 -0.3 -0.263
O 5.0208 0.4459 7.3037 0.2 0.0 0.3 0.109
C 4.9178 1.6683 3.6751 0.0 0.0 0.0 -0.088
H 9.1077 -0.5162 3.3453 0.0 0.0 0.0 0.076
H 8.9890 0.5955 1.9879 0.0 0.0 0.0 0.063
H 9.3099 -1.1097 1.7063 0.0 0.1 -0.1 0.059
H 7.1195 -1.8026 2.2658 -0.1 0.0 0.1 0.109
H 6.7553 -0.3745 3.1851 0.0 0.1 -0.1 0.077
H 5.4349 -0.3430 1.1527 0.0 0.0 0.0 0.095
H 6.8039 -0.7542 0.1569 0.0 0.0 0.0 0.114
H 7.8016 1.4436 0.4149 0.0 0.0 0.0 0.111
H 6.1561 1.6066 -0.1305 0.0 0.0 0.0 0.119
H 7.1685 2.1037 2.5718 0.0 0.0 0.0 0.110
H 4.5387 1.7512 1.5722 0.0 0.0 0.0 0.124
H 4.5126 4.0152 1.1573 0.1 0.1 0.0 0.125
H 5.5020 4.4286 2.5214 0.0 -0.1 0.1 0.123
H 2.5896 4.4904 2.3351 0.0 -0.1 0.0 0.132
H 3.6115 5.0172 3.6644 0.0 0.0 0.0 0.135
H 2.2709 3.5093 4.5496 0.0 -0.1 0.0 0.186
H 2.5804 1.9479 2.1232 0.1 -0.1 0.0 0.126
H 1.1483 2.6841 2.8080 0.0 0.0 -0.1 0.146
H 0.8151 0.9543 4.4047 0.0 0.0 0.0 0.128
H 2.4632 0.3589 4.2708 0.0 0.0 0.0 0.086
H 2.0698 -0.5199 2.0700 0.0 0.0 0.0 0.117
H 0.5412 0.3404 1.9199 0.0 0.0 0.0 0.120
H 0.0287 -1.8512 2.5372 -0.1 0.1 0.0 0.083
H 1.0153 -1.8372 3.8164 0.0 0.0 0.0 0.080
H 4.6621 3.4117 4.8363 0.0 0.0 0.0 0.159
H 2.6094 1.7396 6.0396 0.0 -0.1 0.0 0.121
H 3.9445 2.6048 6.7808 0.0 0.0 0.0 0.132
H 4.2192 -0.2460 5.6114 0.0 0.0 0.0 0.127
H 4.4971 0.6716 3.5361 0.0 0.0 0.0 0.109
H 5.8795 1.5269 4.1733 0.0 0.0 0.0 0.132
C -3.1708 -0.4122 3.8702 0.0 0.0 0.0 -0.168
C -4.3312 -1.3078 3.4388 0.0 0.0 0.0 -0.153
C -5.3042 -0.2863 2.8665 0.0 0.0 0.0 -0.187
O -4.5009 0.7672 2.3201 0.0 0.1 0.0 -0.156
C -3.1545 0.6232 2.7535 0.0 0.0 0.0 -0.221
H -2.2185 -0.9323 3.9641 0.0 0.0 0.0 0.085
H -3.3994 0.0622 4.8273 0.0 0.0 0.0 0.116
H -4.0045 -1.9940 2.6530 0.0 0.0 0.0 0.116
H -4.7665 -1.8866 4.2516 0.0 0.0 0.0 0.097
H -5.9485 0.1291 3.6471 0.0 0.0 0.0 0.107
H -5.9363 -0.6859 2.0715 0.0 0.0 0.0 0.119
H -2.5390 0.2800 1.9101 0.0 0.0 0.0 0.109
H -2.7852 1.6015 3.0721 0.0 0.0 0.0 0.111
C -8.5735 -3.6408 5.5609 0.0 0.0 0.0 -0.166
C -8.8781 -2.2230 5.0810 0.0 0.0 0.0 -0.163
C -7.7559 -1.4325 5.7397 0.0 0.0 0.0 -0.201
O -6.6328 -2.3163 5.8075 0.0 0.0 0.0 -0.163
C -7.0513 -3.6546 5.5252 0.0 0.0 0.0 -0.206
H -9.0136 -4.4177 4.9379 0.0 0.0 0.0 0.113
H -8.9302 -3.7782 6.5834 0.0 0.0 0.0 0.115
H -8.7986 -2.1640 3.9935 0.0 0.0 0.0 0.114
H -9.8655 -1.8673 5.3707 0.0 0.0 0.0 0.113
H -8.0288 -1.1223 6.7534 0.0 0.0 0.0 0.119
H -7.4689 -0.5449 5.1744 0.0 0.0 0.0 0.099
H -6.6821 -3.9441 4.5347 0.0 0.0 0.0 0.115
H -6.6092 -4.3210 6.2665 0.0 0.0 0.0 0.117
C 12.7392 -1.9435 -1.4620 0.0 0.0 0.0 -0.166
C 11.5787 -1.3295 -2.2428 0.0 0.0 0.0 -0.167
C 10.4064 -1.6087 -1.3117 0.0 0.0 0.0 -0.209
O 10.9344 -1.5761 0.0157 0.0 0.0 0.0 -0.169
C 12.3658 -1.5873 -0.0298 0.0 0.0 0.0 -0.197
H 13.7134 -1.5518 -1.7494 0.0 0.0 0.0 0.114
H 12.7531 -3.0270 -1.5935 0.0 0.0 0.0 0.115
H 11.7264 -0.2539 -2.3580 0.0 0.0 0.0 0.114
H 11.4397 -1.7633 -3.2317 0.0 0.0 0.0 0.113
H 9.9750 -2.5968 -1.5036 0.0 0.0 0.0 0.118
H 9.6111 -0.8639 -1.3884 0.0 0.0 0.0 0.110
H 12.7393 -0.5949 0.2425 0.0 0.0 0.0 0.118
H 12.7298 -2.3074 0.7031 0.0 0.0 0.0 0.118
C -5.1293 -0.2059 -2.1427 -0.1 0.0 0.0 -0.168
C -5.1991 0.8159 -1.0094 0.0 0.0 0.0 -0.164
C -6.6986 1.0564 -0.9075 0.0 0.0 0.0 -0.201
O -7.3228 -0.1790 -1.2636 0.0 0.0 0.0 -0.142
C -6.3612 -1.0548 -1.8527 0.0 0.0 0.0 -0.206
H -4.2104 -0.7920 -2.1486 0.0 0.0 0.0 0.112
H -5.2146 0.2893 -3.1104 0.0 0.0 0.0 0.097
H -4.8282 0.3923 -0.0748 0.0 0.0 0.0 0.089
H -4.6420 1.7304 -1.2121 0.0 0.0 0.0 0.114
H -7.0257 1.8378 -1.6020 0.0 0.0 0.0 0.117
H -7.0187 1.3320 0.0986 0.0 0.0 0.0 0.113
H -6.1304 -1.8603 -1.1450 0.0 0.0 0.0 0.113
H -6.7986 -1.5014 -2.7471 0.0 0.0 0.0 0.114
C -2.7890 0.7334 -7.2982 0.0 0.0 0.0 -0.162
C -3.8469 -0.3664 -7.3375 0.0 0.0 0.0 -0.169
C -3.9977 -0.6999 -5.8597 0.0 0.0 0.0 -0.204
O -3.7461 0.5159 -5.1501 0.0 0.0 0.0 -0.162
C -3.1856 1.4877 -6.0361 0.0 0.0 0.0 -0.203
H -2.7904 1.3651 -8.1850 0.0 0.0 0.0 0.113
H -1.7929 0.2995 -7.1863 0.0 0.0 0.0 0.113
H -4.7805 0.0268 -7.7441 0.0 0.0 0.0 0.106
H -3.5569 -1.2277 -7.9373 0.0 0.0 0.0 0.113
H -3.2688 -1.4556 -5.5460 0.0 0.0 0.0 0.117
H -4.9956 -1.0554 -5.5973 0.0 0.0 0.0 0.115
H -3.9392 2.2518 -6.2542 0.0 0.0 0.0 0.118
H -2.3430 1.9680 -5.5362 0.0 0.0 0.0 0.114
C -7.3747 -1.2818 -10.5591 0.0 0.0 0.0 -0.168
C -7.6271 0.0946 -11.1720 0.0 0.0 0.0 -0.168
C -6.4389 0.8855 -10.6403 0.0 0.0 0.0 -0.207
O -5.3634 -0.0469 -10.5165 0.0 0.0 0.0 -0.158
C -5.8574 -1.3803 -10.6506 0.0 0.0 0.0 -0.208
H -7.8792 -2.0926 -11.0824 0.0 0.0 0.0 0.112
H -7.6954 -1.2957 -9.5153 0.0 0.0 0.0 0.113
H -7.5886 0.0368 -12.2614 0.0 0.0 0.0 0.114
H -8.5826 0.5316 -10.8862 0.0 0.0 0.0 0.112
H -6.6594 1.3141 -9.6559 0.0 0.0 0.0 0.114
H -6.1255 1.6917 -11.3044 0.0 0.0 0.0 0.117
H -5.5445 -1.7841 -11.6191 0.0 0.0 0.0 0.118
H -5.4180 -1.9951 -9.8631 0.0 0.0 0.0 0.109
```
Positions in Å, forces in eV/Å.